# C14H42BCaF4O7

A molecular structure, C14H42BCaF4O7 at a distorted geometry (ωB97M-V with the def2-TZVPD basis set, the OMol25 dataset).

```
69
C14H42BCaF4O7 (ωB97M-V with the def2-TZVPD basis set)
Ca -3.213 -2.371 0.338
B -0.348 -0.489 0.246
F 0.723 -1.379 0.116
F -0.142 0.688 -0.395
F -1.395 -1.160 -0.320
F -0.620 -0.289 1.550
C 0.050 -4.431 3.066
C -0.668 -3.416 2.157
O -2.122 -3.475 2.184
H -0.157 -4.072 4.074
H 1.104 -4.468 2.792
H -0.408 -5.419 3.025
H -0.311 -3.640 1.152
H -0.229 -2.425 2.272
H -2.294 -3.405 3.125
C 2.942 2.780 -3.696
C 2.758 1.696 -2.748
O 1.964 2.108 -1.661
H 3.467 3.553 -3.135
H 1.992 3.281 -3.883
H 3.406 2.632 -4.671
H 3.694 1.266 -2.392
H 2.291 0.819 -3.196
H 1.329 1.428 -1.425
C -3.033 2.578 -2.362
C -1.941 2.955 -3.429
O -1.020 3.745 -2.779
H -2.500 1.935 -1.662
H -3.912 2.056 -2.741
H -3.339 3.410 -1.728
H -2.265 3.572 -4.267
H -1.545 2.066 -3.921
H -0.399 3.223 -2.266
C 0.438 -1.004 -5.016
C 0.172 -1.059 -3.510
O -1.161 -1.401 -3.175
H -0.024 -0.243 -5.646
H 0.168 -1.985 -5.408
H 1.525 -0.929 -5.036
H 0.259 -0.037 -3.140
H 0.863 -1.707 -2.971
H -1.122 -1.095 -2.266
C 3.948 0.343 0.650
C 4.272 -1.130 0.270
O 3.231 -1.979 0.766
H 4.802 0.985 0.434
H 3.997 0.464 1.733
H 3.037 0.746 0.210
H 5.128 -1.434 0.872
H 4.404 -1.345 -0.790
H 2.411 -1.788 0.305
C 0.563 0.683 4.200
C 0.511 -0.361 5.317
O -0.694 -0.228 5.991
H 1.234 0.297 3.433
H 0.890 1.644 4.598
H -0.377 0.826 3.668
H 1.350 -0.094 5.960
H 0.689 -1.392 5.014
H -0.840 -0.927 6.633
C -3.363 1.826 1.238
C -4.208 0.561 1.427
O -3.464 -0.573 1.905
H -3.109 2.200 2.229
H -4.053 2.504 0.734
H -2.461 1.683 0.643
H -4.741 0.158 0.566
H -5.101 0.699 2.037
H -3.033 -0.258 2.702
```

Values from the calculation:
multiplicity = 2
orbital gap (alpha / beta) = 5.00 / 9.26 eV
⟨S²⟩ = 0.750
HOMO energy (alpha / beta) = -5.09 / -9.62 eV
total energy = -2187.34598 a.u.
largest force on an atom = 0.0659 Eh/bohr